Record 1
Molecular formula: C2H13N3O3
Method: DFT, ωB97M-V with the def2-TZVPD basis set

Geometry as XYZ:
```
21
Properties=species:S:1:pos:R:3:forces:R:3
H -0.083324 0.218418 -2.226487 -0.200 0.153 0.104
N 0.342225 0.020832 -1.326493 0.437 -0.375 -0.173
C 0.513862 1.070767 -0.605707 0.192 0.705 -0.171
N -0.087232 2.283925 -0.836483 -0.092 -0.189 0.085
N 1.383980 1.112911 0.484852 -0.603 -0.596 -0.555
C 2.193357 -0.098421 0.671474 0.162 0.833 0.855
H 0.219259 3.081749 -0.310412 0.184 0.016 -0.117
H -0.501472 2.450802 -1.733873 -0.170 0.014 0.043
H 0.810193 1.307215 1.313546 0.410 -0.045 -0.240
H 1.677152 -0.842713 1.275352 -0.041 -0.235 -0.166
H 2.518237 -0.511103 -0.275969 -0.101 0.027 -0.051
H 3.058852 0.240947 1.242176 0.174 -0.289 -0.054
O -0.474861 -2.007624 0.625869 0.388 -0.507 0.216
H -1.079555 -2.648573 0.234408 -0.118 0.210 0.004
H 0.083348 -1.682598 -0.099802 -0.090 0.170 -0.122
O -2.361771 -1.853182 -1.374059 -0.124 0.140 -0.294
H -3.138808 -1.299094 -1.509808 0.072 -0.123 0.051
H -1.614361 -1.237662 -1.386510 -0.058 0.031 0.108
O -0.699276 0.269098 2.032164 0.022 -0.739 0.929
H -0.385502 -0.072657 2.887218 -0.251 0.484 -0.152
H -0.750099 -0.584033 1.541381 -0.192 0.316 -0.300
```
Positions in Å, forces in eV/Å.

Calculated values
**HOMO**: -0.34290 Ha
**ΔE to the lowest compared entry with this formula, charge and spin**: 0.0000 eV
**E_tot**: -12898.20468 eV
**LUMO**: 0.027 Eh
**SMILES string**: [H]/N=C(\N)NC.O.O.O

=====

Record 2
Molecular formula: C13H19N5O2S
Method: DFT, ωB97M-V with the def2-TZVPD basis set

Geometry as XYZ:
```
40
Properties=species:S:1:pos:R:3:forces:R:3
C -0.020826 -4.270394 -1.576776 0.610 -0.099 0.972
N 1.237042 -3.812863 -0.949997 0.744 0.710 -0.909
C 2.348380 -4.765543 -1.128431 -0.277 0.814 0.962
C 1.175283 -3.216408 0.399498 -0.264 -0.263 -0.981
N 0.315208 -2.022537 0.370643 0.001 0.122 0.281
C -0.703022 -1.839084 1.261165 -1.081 0.325 0.493
S -1.212717 -2.897109 2.466152 0.328 0.634 -0.566
N -1.328105 -0.599330 0.957562 1.194 -0.704 -0.671
C -1.931615 0.254837 1.999525 1.059 -0.238 2.092
N -0.970516 1.075500 2.739415 -0.767 0.696 0.377
C 0.082142 0.477770 3.541888 -0.937 0.118 0.029
C -0.605581 2.393490 2.227995 -0.182 -0.471 0.351
C -0.655773 -0.065031 -0.150397 -0.148 0.755 -0.246
C -0.831814 1.093387 -0.956860 0.774 -1.480 0.310
N -2.007531 1.925167 -0.870344 -2.085 0.606 -0.100
O -3.124188 1.372336 -0.701540 2.338 0.880 -0.084
O -1.859345 3.132227 -1.039841 -0.151 -1.112 0.194
C 0.096095 1.353784 -1.962949 0.242 -0.259 -0.006
C 1.180415 0.502551 -2.242503 -0.907 0.878 0.356
C 1.327242 -0.623280 -1.482300 0.146 -0.920 0.095
C 0.412284 -0.899805 -0.477366 -0.060 -0.713 0.280
H -0.744935 -3.460297 -1.616357 -0.028 0.096 -0.004
H -0.440607 -5.075521 -0.956106 -0.269 -0.132 -0.338
H 0.163794 -4.630041 -2.608732 0.051 0.232 0.685
H 3.285632 -4.229414 -0.850958 -0.446 -0.519 -0.416
H 2.395777 -5.167507 -2.160248 -0.068 0.390 0.662
H 2.207596 -5.575964 -0.399508 0.310 -0.394 -0.278
H 0.755218 -3.902059 1.140497 -0.310 0.139 0.046
H 2.165529 -2.931086 0.809337 -0.218 -0.160 -0.772
H -2.419747 -0.416151 2.742912 0.358 0.205 -0.809
H -2.674004 0.891144 1.567881 -0.349 0.301 -0.392
H -0.326121 -0.299165 4.171449 -0.134 -0.464 0.028
H 0.508485 1.216963 4.238087 -0.047 -0.073 -0.523
H 0.835571 0.055499 2.899960 0.876 -0.304 -0.121
H -0.165431 3.031276 3.020229 -0.278 -0.506 -0.217
H -1.511286 2.898787 1.890661 0.184 0.059 -0.353
H 0.150028 2.285063 1.452029 0.100 0.449 -0.465
H -0.043722 2.216467 -2.570760 -0.225 0.553 -0.278
H 1.877180 0.705897 -3.049350 -0.220 0.133 0.133
H 2.110024 -1.318382 -1.725717 0.135 -0.286 0.179
```
Positions in Å, forces in eV/Å.

Calculated values
**HOMO**: -0.29490 Ha
**ΔE to the lowest compared entry with this formula, charge and spin**: 3.1110 eV
**E_tot**: -36166.70717 eV
**LUMO**: -0.028 Eh
**SMILES string**: CN(C)Cn1c(=S)n(CN(C)C)c2c([N+](=O)[O-])cccc21

=====

Record 3
Molecular formula: C2H8N3O
Method: DFT, ωB97M-V with the def2-TZVPD basis set

Geometry as XYZ:
```
14
Properties=species:S:1:pos:R:3:forces:R:3
C -1.204571 1.461539 0.007748 -0.433 0.670 0.038
C 0.336671 -0.427501 0.571340 0.487 0.020 0.439
N -1.861871 0.802456 -0.958902 -0.136 -0.416 -0.389
N -1.368798 2.601628 0.512261 0.332 0.044 0.315
N -0.109008 0.780247 0.662664 0.041 -0.391 -0.154
O -0.150525 -1.295409 -0.256243 -0.228 0.016 -0.133
H 2.904621 -1.525550 -0.095840 0.211 -1.065 -0.460
H 1.164334 -0.709216 1.223184 -0.142 0.032 -0.091
H -2.606432 1.281629 -1.438542 0.060 -0.007 0.049
H -1.563823 -0.081050 -1.335928 -0.030 0.132 0.067
H -2.112462 3.183306 0.152914 -0.126 -0.105 -0.210
H 3.006045 -2.239853 -0.387521 -0.179 1.040 0.442
H 0.299501 1.433401 1.334748 0.074 -0.286 -0.034
H 0.266070 -2.176175 -0.218862 0.069 0.317 0.121
```
Positions in Å, forces in eV/Å.

Calculated values
**Charge**: +1
**HOMO**: -0.51643 Ha
**ΔE to the lowest compared entry with this formula, charge and spin**: 2.7610 eV
**E_tot**: -8713.71470 eV
**LUMO**: -0.172 Eh

=====

Record 4
Molecular formula: C3HNO2
Method: DFT, ωB97M-V with the def2-TZVPD basis set

Geometry as XYZ:
```
7
Properties=species:S:1:pos:R:3:forces:R:3
N 1.894262 -0.417787 0.493509 1.053 -0.701 -0.766
C 1.498352 -0.254837 -0.600419 -0.329 0.427 1.686
C 0.233775 0.565115 -0.147968 -0.516 0.533 -0.792
O 0.222314 1.739130 0.003551 -0.062 -0.422 -0.094
C -0.993222 -0.341324 0.048264 -0.243 -0.153 -0.177
O -0.925188 -1.532420 0.086001 0.021 0.426 0.023
H -1.930292 0.242125 0.117059 0.076 -0.110 0.121
```
Positions in Å, forces in eV/Å.

Calculated values
**HOMO**: -0.40665 Ha
**ΔE to the lowest compared entry with this formula, charge and spin**: 1.4590 eV
**E_tot**: -8708.88587 eV
**LUMO**: -0.052 Eh
**SMILES string**: N#CC(=O)C=O

=====

Record 5
Molecular formula: C29H36AsN3O2ReS2
Method: DFT, ωB97M-V with the def2-TZVPD basis set

Geometry as XYZ:
```
74
Properties=species:S:1:pos:R:3:forces:R:3
Re -1.251643 0.935520 -0.201850 0.223 0.097 -0.382
C 1.157096 -2.669270 0.149944 -0.007 0.030 0.018
C 0.100539 -1.642541 0.421317 0.017 -0.022 0.013
N 0.100035 -0.542538 -0.294470 -0.100 -0.051 0.116
N 1.072398 -0.473766 -1.301379 0.055 -0.014 -0.003
C 0.653615 0.116358 -2.366185 0.011 -0.082 0.014
S -0.963550 0.824121 -2.476656 0.027 -0.013 0.136
S 1.595165 0.271006 -3.802637 -0.001 0.024 -0.029
C 3.091360 -0.689337 -3.418940 0.030 -0.024 0.010
C 4.155579 0.070360 -2.673717 -0.006 0.000 -0.027
C 4.752287 1.189332 -3.249879 0.017 0.015 0.000
C 5.792629 1.842204 -2.605221 -0.013 0.009 -0.002
C 6.244037 1.385699 -1.372012 -0.016 -0.022 0.009
C 5.650272 0.273763 -0.790900 0.027 0.025 0.003
C 4.611812 -0.379948 -1.441190 -0.046 -0.017 0.006
C -0.962715 -1.924120 1.375899 0.033 0.110 -0.123
C -0.791485 -2.920123 2.355305 -0.078 -0.063 0.074
C -1.833619 -3.319888 3.161545 0.067 0.016 -0.048
C -3.104939 -2.772977 2.980170 -0.012 0.035 -0.027
C -3.309579 -1.785918 2.038276 -0.051 -0.054 0.070
C -2.241348 -1.338073 1.274010 0.070 0.039 -0.076
O -2.482066 -0.298707 0.428579 -0.110 -0.060 0.119
H 1.199230 -2.872957 -0.918468 -0.012 -0.019 -0.010
H 0.960429 -3.596381 0.673307 0.009 0.007 -0.009
H 2.137382 -2.282900 0.434575 -0.001 0.018 -0.007
H 3.449424 -0.990491 -4.404577 -0.004 0.014 -0.011
H 2.784457 -1.589974 -2.890525 -0.004 0.016 0.016
H 4.425033 1.532993 -4.225355 0.001 0.001 -0.001
H 6.272168 2.690150 -3.077387 0.000 0.001 -0.001
H 7.068745 1.882167 -0.878621 0.004 0.001 0.005
H 6.011544 -0.098240 0.158826 0.002 -0.002 0.002
H 4.164764 -1.262517 -0.998875 0.004 -0.002 0.004
H 0.178833 -3.374808 2.491988 -0.004 0.003 0.001
H -1.670063 -4.074601 3.917537 0.001 -0.003 0.001
H -3.933071 -3.116302 3.585155 -0.007 0.001 0.000
H -4.281307 -1.334598 1.890318 0.001 0.003 -0.005
C 0.528280 2.090617 2.981539 -0.023 -0.029 0.004
As -1.210302 2.025029 2.154976 0.074 0.067 0.167
C -1.725484 3.881807 2.008023 0.012 -0.004 0.037
C -2.402772 1.259481 3.503617 0.002 -0.009 -0.017
C -2.379238 2.065839 4.770136 -0.010 -0.011 -0.005
C -3.280559 3.110489 4.957972 -0.004 0.002 0.004
C -3.247819 3.865229 6.121163 0.003 -0.001 0.001
C -2.312540 3.583217 7.107032 0.001 -0.011 -0.012
C -1.417214 2.537167 6.931233 -0.001 0.013 0.008
C -1.450642 1.782425 5.768484 0.001 -0.010 -0.003
H 0.455931 2.654934 3.909740 0.005 0.003 0.000
H 1.218168 2.575873 2.296685 0.012 0.002 -0.002
H 0.869785 1.078500 3.193479 0.006 0.007 -0.005
H -1.730116 4.324004 3.003295 0.000 -0.003 0.001
H -2.719728 3.971854 1.572705 0.002 -0.004 -0.002
H -0.999027 4.396111 1.382075 -0.010 0.007 -0.008
H -2.068456 0.234264 3.666425 0.001 -0.002 0.007
H -3.397254 1.223271 3.056449 0.005 -0.002 0.005
H -4.028373 3.322385 4.201565 -0.001 0.001 -0.004
H -3.960617 4.666165 6.263165 -0.004 0.004 0.000
H -2.291123 4.167738 8.016453 0.000 0.001 0.004
H -0.700432 2.301309 7.706210 0.002 -0.001 0.001
H -0.763520 0.951838 5.646880 0.002 -0.001 0.001
C 2.847612 2.491330 -0.408504 0.016 0.003 0.001
N 1.977832 3.300263 -1.273341 0.007 -0.047 -0.018
C 2.590420 4.183674 -2.273812 0.008 0.031 0.001
C 0.680976 3.217404 -1.151319 -0.014 -0.020 -0.021
C -0.213509 4.059543 -2.002050 0.004 -0.021 0.011
O 0.204822 2.429133 -0.247491 -0.227 0.025 -0.017
H 3.853634 2.513157 -0.813532 0.001 -0.019 -0.002
H 2.499528 1.461756 -0.384789 -0.007 0.008 0.000
H 2.854014 2.902197 0.601035 0.007 0.006 -0.007
H 3.667738 4.085093 -2.200808 0.002 -0.008 -0.001
H 2.319909 5.222795 -2.093451 -0.002 -0.002 0.002
H 2.280785 3.891379 -3.276475 -0.004 0.008 0.003
H 0.060696 5.111440 -1.915716 -0.004 0.007 0.009
H -1.248569 3.934611 -1.697461 0.000 -0.012 0.003
H -0.119554 3.779088 -3.052096 0.009 0.005 -0.003
```
Positions in Å, forces in eV/Å.

Calculated values
**Charge**: +2
**<S²>**: 0.758
**HOMO (alpha / beta)**: -0.50267 / -0.50269 Ha
**ΔE to the lowest compared entry with this formula, charge and spin**: 0.4733 eV
**Spin multiplicity**: 2
**E_tot**: -123848.36552 eV
**LUMO (alpha / beta)**: -0.268 / -0.255 Eh